{
  "formula": "C24H49N8O21S",
  "method": "wB97M-V/def2-TZVPD",
  "multiplicity": 1,
  "mol_weight_g_mol": 817.8,
  "energy_ha": -3358.97712,
  "homo_lumo_gap_ev": 7.13,
  "homo_energy_ev": -11.6,
  "charge": 1,
  "species": ["C", "C", "O", "C", "C", "O", "C", "C", "N", "C", "C", "C", "C", "S", "O", "O", "O", "C", "C", "C", "C", "C", "O", "O", "C", "C", "H", "H", "H", "H", "H", "H", "H", "H", "H", "H", "H", "H", "H", "H", "H", "H", "H", "H", "H", "H", "H", "H", "H", "H", "H", "H", "H", "H", "C", "N", "O", "O", "H", "H", "H", "C", "N", "O", "O", "H", "H", "H", "C", "N", "O", "O", "H", "H", "H", "C", "N", "O", "O", "H", "H", "H", "C", "N", "O", "O", "H", "H", "H", "C", "N", "O", "O", "H", "H", "H", "C", "N", "O", "O", "H", "H", "H"],
  "positions_angstrom": [[5.530189, 0.096463, 2.675415], [6.610511, 1.099740, 1.974440], [6.052867, 2.440148, 2.066591], [5.466029, 2.850157, 0.793364], [4.554868, 4.150545, 1.097144], [3.271074, 4.135005, 0.422088], [2.201633, 4.616347, 1.284377], [0.857481, 3.911142, 0.710533], [-0.296236, 4.663841, 0.256757], [-1.501811, 4.048409, -0.277642], [-2.787942, 4.901297, -0.754129], [-3.782812, 4.972977, 0.525870], [-5.256087, 4.383897, 0.264164], [-5.752589, 3.059116, 1.502794], [-5.101689, 3.272445, 2.856422], [-7.266997, 3.051562, 1.617343], [-5.326107, 1.518077, 0.994952], [-1.597518, 2.508724, -0.411958], [-2.879038, 1.796273, -1.035219], [-2.610234, 1.573491, -2.632280], [-0.421496, 1.600102, 0.067170], [-0.538105, 0.007653, -0.046727], [-0.316275, -0.593678, -1.121562], [-0.877290, -0.707120, 1.144085], [0.829627, 2.342692, 0.654473], [2.027940, 1.414310, 1.171354], [5.164225, -0.646075, 1.885500], [4.620212, 0.676359, 3.088507], [5.988165, -0.445794, 3.570540], [6.845195, 0.780954, 0.905090], [7.593539, 1.097720, 2.560785], [6.277816, 3.105277, 0.007620], [4.881220, 1.964308, 0.370620], [5.154754, 5.047690, 0.676597], [4.498653, 4.241622, 2.230978], [2.357556, 4.394443, 2.397922], [2.108926, 5.750094, 1.060300], [-0.215410, 5.693562, 0.353963], [-2.475485, 5.992962, -0.975510], [-3.268545, 4.481135, -1.699537], [-3.320286, 4.354249, 1.371669], [-3.849721, 6.050629, 0.892807], [-5.995845, 5.248360, 0.470468], [-5.441363, 4.016126, -0.800789], [-5.076126, 0.954126, 1.762863], [-3.842015, 2.404148, -0.961425], [-3.071620, 0.800429, -0.505529], [-1.610494, 1.007789, -2.690731], [-3.468319, 1.004493, -3.135480], [-2.478502, 2.608975, -3.129577], [-1.407117, -0.135763, 1.746492], [2.883513, 1.302495, 0.428201], [2.371537, 1.849033, 2.186417], [1.665173, 0.345122, 1.418642], [3.756470, 4.640595, 5.957864], [3.410950, 4.665705, 4.512700], [3.691370, 5.672817, 3.885919], [2.866593, 3.666355, 4.055639], [4.229351, 5.584655, 6.221657], [2.830051, 4.503690, 6.514672], [4.440953, 3.807928, 6.117222], [-1.486809, -2.126412, -5.459028], [-1.636346, -0.646988, -5.460139], [-2.763294, -0.197137, -5.592476], [-0.616733, 0.011016, -5.327727], [-2.468787, -2.578711, -5.584206], [-0.831569, -2.391072, -6.288068], [-1.049859, -2.411439, -4.502687], [8.542108, -1.544517, -1.589775], [8.037318, -1.228874, -0.227731], [6.832376, -1.315615, -0.039985], [8.865967, -0.905271, 0.605424], [7.698836, -1.814891, -2.222558], [9.040201, -0.653440, -1.970178], [9.237865, -2.377565, -1.497204], [-1.215151, -3.518118, -0.446747], [-2.154071, -4.241584, -1.342479], [-2.014902, -5.448681, -1.446757], [-2.999777, -3.569087, -1.911735], [-0.521838, -4.235012, -0.010160], [-0.683454, -2.786969, -1.052303], [-1.807603, -3.034018, 0.328133], [-1.754693, -7.375198, -4.307973], [-2.106976, -7.332806, -5.751126], [-1.822347, -6.317948, -6.369992], [-2.656624, -8.318687, -6.213458], [-1.275096, -6.436918, -4.035930], [-2.678814, -7.511916, -3.747861], [-1.074841, -8.212377, -4.159906], [-1.231145, -12.016778, -3.063832], [-0.735337, -10.773077, -2.418296], [-0.767271, -9.745374, -3.080069], [-0.332478, -10.870007, -1.273348], [-1.556309, -11.781328, -4.075663], [-0.407593, -12.729614, -3.078980], [-2.063920, -12.386878, -2.467095], [-7.185046, 1.164069, 4.770047], [-6.679993, 0.208895, 5.790369], [-6.222660, -0.850838, 5.389122], [-6.759478, 0.555395, 6.956022], [-7.051478, 0.726044, 3.782781], [-8.240728, 1.337383, 4.974907], [-6.607011, 2.082503, 4.865733]],
  "atomic_forces_ev_per_a": [[0.16, 0.08, -0.37], [-0.35, -0.65, 1.22], [0.06, -0.03, -1.92], [-0.22, 0.06, -0.02], [2.11, 0.08, -0.34], [-0.44, -0.17, 1.87], [-1.06, 0.61, -1.80], [-1.13, -2.94, -0.35], [0.23, -3.41, -0.02], [0.82, -2.59, -0.51], [1.09, 0.80, 1.22], [0.08, -0.81, 0.09], [0.30, 1.01, -0.34], [-3.95, -0.71, 4.98], [-0.61, -0.39, -4.14], [4.63, 0.19, -1.34], [0.14, 1.79, -0.04], [1.95, 0.69, 1.30], [0.22, 0.40, -0.93], [0.58, 0.22, 0.81], [0.02, 4.62, 0.49], [0.42, -1.39, -1.88], [-0.74, 2.63, 4.52], [0.12, 1.93, -2.12], [-2.28, 0.24, -1.28], [-0.66, 0.35, 0.88], [0.50, 0.84, 1.34], [1.55, -0.67, -0.80], [-0.58, 0.57, -1.42], [-0.50, 0.63, 1.48], [-1.44, 0.03, -0.84], [-1.12, -0.36, 1.35], [0.43, 1.30, 0.48], [-1.09, -1.22, 0.86], [-0.18, -0.15, -1.70], [-0.40, 0.21, -2.00], [-0.07, -1.59, 0.77], [-0.29, -0.96, -0.26], [-0.30, -1.88, 0.16], [0.87, 0.36, 1.43], [-0.68, 1.00, -1.07], [-0.06, -1.56, -0.53], [0.80, -1.88, -0.11], [0.25, 0.30, 1.56], [-0.26, 0.84, -0.23], [1.56, -0.75, 0.31], [0.37, 1.40, -0.77], [-1.65, 0.77, -0.37], [1.38, 0.81, 0.82], [-0.22, -1.73, 0.71], [0.69, -0.27, -0.44], [-1.23, 0.54, 1.02], [-0.15, -0.63, -1.80], [0.25, 1.80, -0.55], [0.17, 0.13, 0.29], [0.21, 0.29, 0.33], [-0.34, -0.66, 0.13], [0.26, 0.43, 0.33], [-0.09, -0.11, -0.17], [0.10, -0.13, -0.10], [-0.18, -0.01, -0.04], [-0.19, -0.33, -0.07], [-0.11, 0.15, -0.04], [0.59, 0.03, 0.13], [-0.55, -0.15, 0.00], [0.13, 0.15, 0.02], [0.03, 0.05, 0.17], [0.06, 0.07, -0.15], [-0.09, -0.10, -0.34], [0.02, -0.06, 0.17], [0.53, 0.02, 0.01], [-0.57, -0.14, -0.33], [0.07, 0.05, 0.19], [0.07, -0.14, 0.12], [0.02, 0.19, 0.03], [0.26, -0.18, 0.16], [-0.10, -0.31, -0.06], [-0.20, 0.56, -0.13], [0.35, -0.33, 0.16], [-0.19, 0.00, -0.11], [-0.21, -0.02, 0.13], [0.06, 0.05, -0.20], [0.23, 0.24, 0.09], [-0.08, 0.07, -0.11], [-0.19, -0.47, 0.04], [0.29, 0.57, 0.08], [-0.16, -0.09, -0.14], [0.13, -0.12, -0.06], [-0.38, 0.34, -0.17], [-0.16, -0.14, -0.34], [0.14, 0.06, 0.26], [0.23, -0.75, 0.70], [-0.21, 0.22, -0.66], [0.07, 0.07, 0.17], [-0.12, 0.06, 0.14], [0.19, -0.01, 0.03], [-0.03, 0.12, -0.27], [0.07, -0.20, 0.24], [-0.10, 0.42, 0.27], [0.10, -0.27, -0.60], [-0.05, -0.01, 0.19], [0.15, 0.07, 0.04], [-0.16, -0.05, 0.05]]
}